[1]
Computed, not measured: a structure of composition C21H17AgN5PSSe, with the ωB97M-V functional and the def2-TZVPD basis.

- relative energy (zero: lowest compared OMol25 entry of this formula, charge and spin) (kcal per mole) = 3.43
- total energy (a.u.) = -4372.1412

Structure (XYZ):
```
47
C21H17AgN5PSSe, DFT the ωB97M-V functional and the def2-TZVPD basis
H -12.85 -15.49 1.21
N -13.50 -12.33 0.48
C -11.61 -6.62 -1.25
C -16.95 -10.08 -1.97
N -17.15 -14.91 -1.38
H -8.58 -6.72 3.29
C -8.95 -4.79 2.45
S -9.25 -10.78 3.24
H -14.82 -7.84 -0.56
C -15.21 -13.75 -0.54
C -11.27 -5.94 1.42
C -16.47 -13.78 -1.22
C -16.50 -11.25 -1.35
C -15.24 -11.20 -0.74
C -15.27 -8.80 -0.93
N -18.24 -12.61 -2.28
C -17.09 -12.52 -1.66
C -13.78 -5.52 0.00
Ag -12.80 -9.88 0.37
C -10.40 -6.74 2.18
H -11.75 -3.99 0.61
C -9.90 -3.97 1.76
H -11.94 -13.22 1.46
H -11.32 -5.57 -1.53
H -10.82 -7.39 -1.24
H -14.76 -5.76 0.40
C -10.05 -10.45 1.91
C -14.61 -12.49 -0.30
C -14.50 -14.87 -0.06
C -11.04 -4.60 1.24
H -13.90 -5.29 -1.06
N -10.71 -10.14 0.95
H -16.76 -7.82 -2.11
H -13.46 -4.62 0.54
H -10.64 -7.79 2.39
H -17.88 -10.12 -2.56
H -14.90 -15.87 -0.26
N -14.76 -9.97 -0.40
C -13.33 -14.69 0.70
C -12.88 -13.40 0.92
C -16.40 -8.82 -1.70
H -12.42 -6.97 -1.93
H -9.80 -2.88 1.71
Se -18.63 -14.38 -2.38
H -8.00 -4.36 2.79
C -9.23 -6.13 2.68
P -12.51 -6.80 0.34
```

[2]
Computed, not measured: a cluster of 6 separate species, C37H33BrF40N2O8 in total, with the ωB97M-V functional and the def2-TZVPD basis.

- structure (SMILES) = C#C[C@@](Br)(C#N)[C@@](O)(C#N)CCCC(=O)OCC.FC(F)C(F)(F)COC(F)(F)C(F)F.FC(F)C(F)(F)COC(F)(F)C(F)F.FC(F)C(F)(F)COC(F)(F)C(F)F.FC(F)C(F)(F)COC(F)(F)C(F)F.FC(F)C(F)(F)COC(F)(F)C(F)F
- total energy (a.u.) = -8709.6866

Structure (XYZ):
```
121
C37H33BrF40N2O8, DFT the ωB97M-V functional and the def2-TZVPD basis
O 3.90 -3.45 -0.58
C -3.91 -5.03 4.35
F -1.02 4.45 1.23
F -3.56 7.71 1.59
H 5.08 -1.58 -9.34
F 2.21 -0.30 -6.70
F 4.98 -0.87 -7.08
F -3.37 9.87 1.86
C 1.05 -1.17 -1.84
C -3.67 8.70 2.49
O 0.68 -1.58 -2.91
C -0.90 5.45 2.13
F 1.37 2.09 0.87
H 1.80 -2.69 0.33
F 3.05 6.21 2.59
F -6.87 -1.46 1.16
F 1.54 3.96 2.00
N 6.60 -2.27 0.98
C 3.33 3.36 0.58
F -5.03 -4.88 5.12
O 0.37 -1.50 -0.70
C 4.80 5.08 1.48
H -0.44 -4.29 -0.98
F -1.08 6.61 1.46
H 0.10 5.44 2.55
C -5.78 -0.49 3.05
F -6.60 0.57 3.16
C -9.77 0.21 1.63
H -4.73 -5.16 2.32
F 1.90 -0.74 -9.46
H 1.30 3.89 0.02
H -0.91 -7.72 2.45
F -3.03 -5.76 5.07
C -1.97 6.28 4.37
F 3.38 -0.74 -4.90
F -4.74 -0.15 2.25
F -9.22 -0.03 3.92
C -2.69 8.50 3.65
C 6.68 -1.98 -4.09
F 3.77 1.11 -8.43
H 2.63 -0.14 -2.79
C 3.40 -0.65 -0.86
C 4.01 -1.80 -9.33
C -1.95 5.26 3.23
F 3.54 2.80 -0.64
F -1.41 8.59 3.25
C 3.70 0.77 -9.73
F -0.15 -6.27 1.29
F 3.99 2.60 1.47
H -4.11 -2.98 3.65
C 5.90 -2.44 0.10
O 3.84 4.63 0.53
C 4.28 5.68 2.79
C 1.82 3.36 0.82
F 2.85 1.64 -10.33
H 1.09 -3.93 -1.86
C 0.78 -2.72 -0.06
H -8.97 -2.42 1.68
F -8.55 0.64 1.26
C 3.17 -0.65 -9.91
F -10.51 1.29 1.95
H 4.22 -1.47 -2.70
H 5.29 5.91 0.97
C -9.69 -0.71 2.85
F -10.98 -1.07 3.13
C 0.60 -3.98 -0.89
H 3.85 0.27 -0.46
C 2.23 -0.21 -1.78
F -0.84 -5.94 3.34
C -6.51 -1.68 2.44
H -4.69 8.74 2.86
C -8.91 -2.03 2.70
H 4.69 0.88 -10.18
H -9.44 -2.74 3.32
C 6.88 -4.35 -1.52
O -7.58 -2.07 3.20
Br 4.54 -4.83 -2.97
C -4.34 -5.82 3.10
F -2.23 -3.62 3.41
C 6.40 -2.72 -3.19
F 3.80 5.48 5.09
F -2.90 9.50 4.53
H 3.87 -2.63 -10.02
F 3.45 3.71 3.86
F 3.13 -0.86 -11.26
H 4.15 -3.81 0.28
H 1.90 0.80 -1.53
H -0.97 6.68 4.59
H -10.24 -0.30 0.79
H 2.17 -2.07 -5.80
O -2.94 7.32 4.32
H 5.58 4.34 1.65
H 0.13 -2.81 0.82
H 6.98 -1.30 -4.85
C 4.26 4.77 4.03
F -3.06 -3.07 5.35
O 3.60 -2.34 -8.08
H 5.41 -0.71 -1.68
C -1.06 -6.66 2.22
F -2.62 -7.22 0.60
F -1.67 4.05 3.80
C -2.47 -6.42 1.67
N 7.71 -4.97 -1.04
H -5.40 -0.74 4.05
F -2.62 -5.15 1.25
O -3.43 -6.78 2.59
H -2.26 5.71 5.25
F 4.60 -2.80 -6.19
F 5.11 6.71 3.10
F -3.18 5.16 2.69
H 5.27 4.42 4.26
C -3.36 -3.61 4.14
H 3.10 -1.23 0.01
F -5.64 -2.73 2.42
C 4.03 -1.81 -6.89
H 1.10 -4.80 -0.35
C 2.87 -1.27 -6.04
C 4.53 -1.35 -1.66
H -5.19 -6.42 3.44
C 5.80 -3.56 -2.15
C 4.98 -2.68 -1.06
```

Number 1: LUMO -1.46 eV, HOMO -7.254 eV. Number 2: LUMO -0.24 eV, HOMO -10.082 eV.